# C54H55Cl2N3OSeV

A structure of composition C54H55Cl2N3OSeV in a non-equilibrium geometry (ωB97M-V/def2-TZVPD, OMol25).

Calculated values
HOMO (spin up / spin down) in eV: -3.578 / -3.589
Maximum force in hartree/bohr: 0.0663
Spin multiplicity: 3
HOMO-LUMO gap (spin up / spin down) in eV: 5.6 / 5.5
Total charge: -1
LUMO energy (spin up / spin down) in eV: 2.0 / 1.9

Each line ends with the Mulliken charge.
Cartesian coordinates (Å):
V (-0.210, -0.970, 0.389)  0.84
Cl (-3.344, -2.297, 4.011)  -0.26
C (-2.162, -3.301, 3.245)  0.62
C (-1.927, -4.618, 3.638)  -0.22
C (-0.877, -5.325, 3.234)  0.34
Cl (-0.590, -6.878, 3.981)  -0.30
C (-0.049, -4.812, 2.248)  0.97
C (1.179, -5.503, 1.809)  -1.17
C (1.886, -4.921, 0.810)  -1.39
C (1.542, -3.654, 0.375)  -0.23
N (0.510, -2.951, 0.846)  1.05
C (-0.292, -3.534, 1.775)  -0.98
C (-1.347, -2.711, 2.326)  -0.67
O (-1.385, -1.473, 1.922)  0.34
H (-2.614, -4.986, 4.402)  0.43
H (1.369, -6.521, 2.078)  0.45
H (2.853, -5.313, 0.533)  0.47
H (2.156, -3.173, -0.378)  0.18
C (0.614, 2.767, 3.545)  -1.41
C (-0.447, 1.646, 3.389)  2.41
C (-0.811, 1.029, 4.690)  -1.98
C (-1.672, 1.979, 2.570)  0.70
C (-2.673, 2.726, 3.158)  -0.32
C (-3.862, 3.014, 2.459)  -1.32
C (-4.046, 2.461, 1.217)  -0.72
C (-3.049, 1.657, 0.586)  0.61
C (-3.225, 1.218, -0.888)  3.27
C (-3.132, 2.405, -1.745)  -1.61
C (-4.558, 0.504, -1.143)  -1.66
C (-1.824, 1.505, 1.226)  -1.48
N (-0.681, 0.968, 0.522)  2.18
C (0.373, 1.788, 0.281)  -0.23
C (1.627, 1.155, 0.248)  -0.94
N (1.621, -0.195, 0.355)  1.94
C (2.838, -0.858, 0.171)  -1.31
C (3.624, -1.208, 1.285)  1.40
C (4.768, -1.982, 1.065)  -1.26
C (5.285, -2.180, -0.223)  -1.51
C (4.554, -1.701, -1.334)  0.00
C (3.315, -1.135, -1.133)  0.52
C (2.456, -0.737, -2.394)  1.82
C (2.282, -1.987, -3.266)  -1.66
C (3.085, 0.462, -3.146)  -1.60
C (3.376, -0.850, 2.758)  0.38
C (3.348, 0.664, 3.002)  -0.97
C (2.181, -1.596, 3.452)  -1.41
C (2.635, 2.212, 0.010)  0.46
C (3.951, 2.293, -0.266)  0.78
C (4.538, 3.580, -0.386)  -1.07
C (3.852, 4.741, -0.277)  -1.23
C (2.444, 4.730, -0.052)  1.37
C (1.528, 5.837, -0.121)  -1.05
C (0.192, 5.613, 0.115)  -1.47
C (-0.303, 4.316, 0.231)  0.45
C (0.508, 3.220, 0.170)  -0.76
C (1.877, 3.449, 0.048)  -0.05
H (1.444, 2.458, 4.151)  0.43
H (0.196, 3.671, 3.940)  0.38
H (1.017, 3.069, 2.560)  0.22
H (-0.068, 0.832, 2.800)  -1.57
H (-1.159, 1.764, 5.405)  0.46
H (-0.014, 0.463, 5.157)  0.33
H (-1.616, 0.341, 4.649)  0.47
H (-2.549, 3.134, 4.187)  0.22
H (-4.558, 3.731, 2.879)  0.37
H (-4.966, 2.719, 0.710)  0.28
H (-2.409, 0.544, -1.160)  -1.67
H (-3.990, 3.066, -1.565)  0.44
H (-3.179, 2.186, -2.784)  0.54
H (-2.216, 3.068, -1.640)  -0.02
H (-5.375, 1.122, -0.761)  0.32
H (-4.595, -0.460, -0.646)  0.32
H (-4.678, 0.282, -2.228)  0.29
H (5.394, -2.377, 1.795)  0.53
H (6.196, -2.741, -0.382)  0.35
H (4.898, -1.902, -2.350)  0.41
H (1.496, -0.533, -2.016)  -1.29
H (3.170, -2.432, -3.660)  0.37
H (1.618, -1.676, -4.138)  0.33
H (1.790, -2.708, -2.654)  0.40
H (4.163, 0.295, -3.384)  0.25
H (2.953, 1.393, -2.609)  0.31
H (2.655, 0.588, -4.116)  0.56
H (4.262, -1.209, 3.333)  0.59
H (2.825, 1.225, 2.230)  -0.10
H (4.362, 1.117, 3.068)  0.34
H (2.888, 0.894, 3.973)  0.39
H (1.227, -1.137, 3.161)  -0.15
H (2.302, -1.570, 4.526)  0.56
H (2.101, -2.654, 3.204)  0.19
H (4.573, 1.432, -0.445)  0.50
H (5.605, 3.535, -0.621)  0.40
H (4.320, 5.708, -0.574)  0.28
H (1.878, 6.872, -0.119)  0.32
H (-0.554, 6.425, 0.145)  0.41
H (-1.366, 4.148, 0.233)  0.50
C (-5.067, -0.135, -5.711)  -1.80
C (-4.002, -0.717, -4.791)  0.53
C (-4.108, -2.020, -4.308)  -1.22
C (-3.171, -2.459, -3.333)  0.93
C (-3.231, -3.897, -2.887)  -1.63
C (-2.212, -1.564, -2.796)  0.86
Se (-0.980, -2.373, -1.610)  -0.31
C (-2.070, -0.353, -3.423)  0.52
C (-0.858, 0.480, -3.177)  -1.62
C (-2.936, 0.091, -4.371)  -0.95
H (-5.171, 0.940, -5.594)  0.35
H (-6.015, -0.709, -5.595)  0.38
H (-4.669, -0.209, -6.717)  0.39
H (-4.866, -2.639, -4.760)  0.39
H (-2.279, -4.442, -3.153)  0.30
H (-4.054, -4.407, -3.403)  0.37
H (-3.250, -4.081, -1.765)  0.18
H (-0.465, 0.556, -2.160)  0.07
H (-0.990, 1.501, -3.420)  0.42
H (-0.076, 0.123, -3.866)  0.39
H (-2.861, 1.064, -4.840)  0.44

=====

# C54H55FN12O4S2

A cluster of 11 separate species, C54H55FN12O4S2 in total in a non-equilibrium geometry (ωB97M-V/def2-TZVPD, OMol25).

Calculated values
HOMO in eV: -9.279
Maximum force in hartree/bohr: 0.0632
SMILES string: O=C(O)CCN(N=C=S)S(=O)(=O)F.c1ccncc1.c1ccncc1.c1ccncc1.c1ccncc1.c1ccncc1.c1ccncc1.c1ccncc1.c1ccncc1.c1ccncc1.c1ccncc1
HOMO-LUMO gap in eV: 8.5
LUMO energy in eV: -0.8

Each line ends with the Mulliken charge.
Cartesian coordinates (Å):
O (2.943, 0.492, -3.996)  -0.52
C (2.536, -0.590, -3.627)  0.17
O (2.011, -1.478, -4.551)  -0.47
C (2.658, -0.947, -2.154)  0.15
C (4.045, -1.666, -1.997)  -0.41
N (4.037, -2.585, -0.825)  0.45
N (3.206, -2.119, 0.247)  -0.68
C (2.319, -2.912, 0.460)  0.65
S (1.130, -3.891, 0.343)  -0.31
S (5.572, -3.016, -0.307)  1.25
O (6.474, -3.110, -1.391)  -0.57
O (5.444, -4.250, 0.371)  -0.66
F (6.131, -1.992, 0.770)  -0.21
H (2.417, -2.336, -4.328)  0.38
H (2.653, -0.066, -1.509)  0.12
H (1.835, -1.634, -1.907)  0.36
H (4.834, -0.905, -1.967)  0.25
H (4.147, -2.308, -2.885)  0.09
C (-4.401, -1.741, -0.207)  -0.05
C (-4.626, -1.484, 1.135)  -0.71
C (-3.583, -1.689, 2.027)  -0.21
N (-2.374, -2.127, 1.664)  -0.10
C (-2.182, -2.367, 0.368)  0.32
C (-3.153, -2.191, -0.605)  -0.81
H (-5.190, -1.590, -0.935)  0.36
H (-5.588, -1.130, 1.484)  0.44
H (-3.707, -1.499, 3.087)  0.58
H (-1.189, -2.718, 0.113)  -0.18
H (-2.937, -2.401, -1.644)  0.39
C (0.369, 2.871, 2.664)  -0.29
C (-0.352, 1.805, 3.173)  -0.85
C (-0.466, 0.660, 2.398)  -0.10
N (0.078, 0.528, 1.185)  -0.29
C (0.766, 1.570, 0.715)  -0.12
C (0.943, 2.757, 1.409)  -0.81
H (0.482, 3.783, 3.239)  0.69
H (-0.816, 1.860, 4.149)  0.45
H (-1.018, -0.204, 2.754)  0.47
H (1.195, 1.436, -0.274)  0.39
H (1.514, 3.569, 0.978)  0.42
C (5.274, -1.435, -8.283)  -0.23
C (6.057, -2.540, -7.997)  -0.31
C (6.241, -2.887, -6.669)  -0.32
N (5.709, -2.215, -5.648)  -0.39
C (4.956, -1.151, -5.942)  -0.15
C (4.709, -0.722, -7.237)  -0.64
H (5.105, -1.131, -9.309)  0.39
H (6.514, -3.121, -8.785)  0.36
H (6.843, -3.746, -6.397)  0.43
H (4.523, -0.642, -5.097)  0.42
H (4.092, 0.147, -7.419)  0.41
C (3.306, -7.915, -8.884)  -0.15
C (4.023, -7.764, -7.709)  -0.60
C (4.737, -6.591, -7.523)  -0.11
N (4.778, -5.598, -8.412)  -0.22
C (4.082, -5.764, -9.537)  -0.06
C (3.332, -6.895, -9.821)  -0.62
H (2.733, -8.816, -9.068)  0.36
H (4.029, -8.538, -6.953)  0.36
H (5.312, -6.426, -6.617)  0.35
H (4.135, -4.941, -10.242)  0.34
H (2.785, -6.974, -10.750)  0.35
C (2.224, 4.162, 8.127)  -0.21
C (2.629, 3.570, 6.943)  -0.74
C (1.717, 3.489, 5.903)  0.10
N (0.462, 3.946, 5.977)  -0.35
C (0.093, 4.510, 7.129)  -0.25
C (0.929, 4.644, 8.226)  -0.47
H (2.908, 4.246, 8.962)  0.39
H (3.631, 3.180, 6.826)  0.39
H (1.990, 3.038, 4.956)  0.37
H (-0.930, 4.868, 7.162)  0.37
H (0.574, 5.113, 9.134)  0.40
C (-8.419, 0.358, -2.051)  -0.03
C (-8.649, 1.366, -1.130)  -0.66
C (-8.675, 1.032, 0.216)  -0.13
N (-8.496, -0.206, 0.676)  -0.60
C (-8.278, -1.163, -0.227)  -0.29
C (-8.228, -0.936, -1.595)  -0.41
H (-8.389, 0.577, -3.112)  0.42
H (-8.804, 2.388, -1.447)  0.42
H (-8.849, 1.789, 0.973)  0.42
H (-8.138, -2.159, 0.179)  0.46
H (-8.045, -1.752, -2.282)  0.44
C (-13.750, 2.303, -2.954)  -0.26
C (-14.160, 3.277, -2.058)  -0.37
C (-13.412, 3.464, -0.905)  -0.20
N (-12.322, 2.759, -0.606)  -0.48
C (-11.945, 1.825, -1.481)  -0.10
C (-12.619, 1.560, -2.663)  -0.57
H (-14.306, 2.126, -3.866)  0.37
H (-15.039, 3.878, -2.247)  0.36
H (-13.693, 4.217, -0.176)  0.37
H (-11.057, 1.268, -1.208)  0.50
H (-12.265, 0.791, -3.337)  0.36
C (2.706, 8.878, 5.080)  -0.34
C (1.985, 7.813, 5.594)  -0.65
C (1.870, 6.665, 4.825)  0.15
N (2.412, 6.528, 3.613)  -0.33
C (3.101, 7.565, 3.136)  -0.23
C (3.279, 8.755, 3.825)  -0.38
H (2.821, 9.792, 5.650)  0.37
H (1.521, 7.870, 6.570)  0.38
H (1.320, 5.806, 5.182)  0.34
H (3.528, 7.424, 2.149)  0.36
H (3.850, 9.563, 3.388)  0.36
C (-3.088, -4.687, 6.987)  -0.14
C (-4.123, -3.816, 7.284)  -0.50
C (-4.368, -2.767, 6.412)  -0.24
N (-3.662, -2.541, 5.303)  -0.27
C (-2.666, -3.392, 5.035)  0.06
C (-2.343, -4.474, 5.840)  -0.73
H (-2.866, -5.520, 7.642)  0.37
H (-4.729, -3.947, 8.170)  0.36
H (-5.170, -2.062, 6.603)  0.37
H (-2.108, -3.186, 4.127)  0.33
H (-1.527, -5.133, 5.574)  0.36
C (8.324, 0.138, 0.614)  0.07
C (8.997, 0.364, 1.803)  -0.48
C (9.679, 1.561, 1.954)  -0.22
N (9.729, 2.510, 1.018)  -0.56
C (9.076, 2.272, -0.120)  -0.28
C (8.361, 1.111, -0.371)  -0.37
H (7.780, -0.782, 0.457)  0.41
H (8.994, -0.372, 2.597)  0.36
H (10.218, 1.783, 2.869)  0.34
H (9.136, 3.060, -0.863)  0.35
H (7.848, 0.973, -1.314)  0.38